{
  "formula": "C50H30F15GeN5NiP2S2",
  "method": "ωB97M-V with the def2-TZVPD basis set",
  "species": ["C", "C", "H", "C", "H", "H", "F", "F", "F", "H", "H", "F", "C", "C", "C", "C", "C", "S", "H", "C", "F", "C", "F", "C", "H", "F", "H", "C", "C", "C", "H", "C", "C", "C", "F", "Ge", "H", "C", "C", "C", "H", "H", "H", "F", "F", "H", "H", "N", "C", "C", "C", "C", "H", "H", "C", "C", "H", "H", "C", "H", "C", "H", "C", "H", "H", "C", "C", "Ni", "H", "F", "C", "C", "N", "C", "C", "N", "C", "F", "H", "C", "S", "F", "C", "C", "F", "C", "H", "C", "C", "C", "C", "N", "H", "H", "C", "C", "N", "C", "C", "P", "F", "P", "H", "C", "C", "H"],
  "coordinates": [[-0.88696, -5.11099, -3.30531], [2.87874, 1.05250, -4.16052], [-2.40311, 4.11588, 0.22161], [2.63173, 1.03887, -2.76879], [4.15470, -0.68384, 3.49381], [3.37338, 6.32915, 4.21484], [5.04863, -6.58578, 1.39795], [2.47969, -3.87032, -3.07984], [2.57958, -5.18521, -5.48473], [-0.45339, 5.90669, 2.40610], [-4.25874, 4.89341, -1.31820], [4.83981, -4.06870, 1.82343], [-1.28508, -4.63220, 1.04738], [-2.31796, -3.19124, -0.44165], [-1.18974, 6.78062, 0.60590], [3.59549, 0.57170, -1.79846], [-0.47990, 5.84432, 1.30362], [0.84654, -1.37212, -1.54576], [-1.74758, 7.54418, -1.29603], [0.29985, -5.65813, -5.29455], [-4.60068, -2.79998, -0.32612], [-4.34175, 2.94990, -2.24051], [-2.37724, -2.36686, -1.50637], [-0.55971, 5.73489, -1.48668], [5.22560, -1.05736, 2.27756], [2.99361, -7.94507, -0.14202], [2.77064, 5.02180, 6.26329], [1.95636, -5.88615, -0.37837], [0.75024, 2.05492, -4.44779], [1.56465, 3.76600, 2.90437], [4.60071, 0.30399, -2.05981], [1.87087, -4.53844, -0.18295], [-2.51403, -4.87874, 1.66886], [-3.55436, -3.42927, 0.13141], [-2.63968, -5.71872, 2.76770], [0.48471, -3.45960, -1.10619], [-2.63274, 3.03958, 2.32835], [-3.41119, 0.31717, 1.66029], [0.21484, -4.43193, -2.81584], [-3.78666, 3.86804, -1.34345], [-1.47287, 2.37966, 3.59744], [-4.17761, 0.84399, -3.01338], [1.95366, 1.46676, -6.08157], [-2.02583, -5.19394, -2.62417], [-1.99468, -6.29126, -5.06025], [-5.12455, 3.25015, -2.93752], [3.68157, 0.40698, -4.47221], [3.24181, 0.50490, -0.52974], [1.32427, 2.96388, 4.02612], [-1.20278, 6.74646, -0.78292], [-2.11611, -1.86287, 2.79441], [-2.02106, 0.10985, 1.43077], [-1.56804, -2.63525, 3.31169], [-4.02969, -2.42771, 3.59828], [3.99251, -6.01457, 0.87475], [2.51279, 4.68326, 5.30540], [-3.92649, 1.04046, 1.08517], [-2.48866, 0.22668, -1.54913], [-4.12005, -0.57610, 2.46115], [-1.60321, 7.61698, 1.10962], [3.54936, -0.12638, 1.57774], [0.71725, 4.06175, -1.24332], [0.56608, 2.01387, -3.10200], [0.82284, 1.99673, 3.95345], [-1.17945, 3.92221, 2.94351], [-1.37083, -0.97898, 1.98465], [-3.68318, -4.27064, 1.21530], [1.25648, 0.74897, -0.29578], [-0.52314, 5.74769, -2.57878], [0.33666, -6.24310, -6.52706], [2.89948, -3.92088, 0.54158], [-3.84075, 1.63474, -2.34003], [4.15886, 0.04729, 0.38410], [-1.60756, 2.97299, 2.68070], [-1.10881, -3.71936, 0.01720], [4.42854, -0.56474, 2.53165], [0.16930, 4.78517, 0.66384], [0.95817, -6.62495, -0.88327], [-0.02634, 2.56012, -5.02254], [0.11212, 4.79246, -0.72570], [1.91898, 0.12177, 2.02835], [2.86506, -2.61666, 0.83795], [-2.30172, 2.10880, -0.53318], [3.01414, -6.62855, 0.11567], [-0.27460, -5.35549, 1.58333], [1.92337, 1.54632, -4.98785], [2.43817, 5.64049, 2.13393], [-2.79477, 3.42636, -0.49858], [-0.89345, -5.64278, -4.57603], [1.35151, -4.38963, -3.56855], [1.44896, -5.05415, -4.79735], [1.47537, 1.49901, -2.27811], [-5.23057, -0.45361, 2.69284], [-0.41287, 2.32359, -2.68712], [2.28217, 4.96067, 2.98563], [3.96486, -4.62979, 1.02759], [-0.61961, 2.47216, 1.67019], [1.81230, 3.46733, 5.22831], [2.83410, 5.42019, 4.19168], [-1.06146, 1.33666, 0.48171], [-4.79185, -4.39342, 1.89143], [0.81791, 3.23795, 1.26819], [-0.35298, -1.16478, 1.73940], [-3.46063, -1.66701, 3.05307], [-2.86263, 1.23359, -1.48413], [1.72031, 2.86474, 6.17590]],
  "atomic_forces_ev_per_a": [[-0.08, 0.55, -0.46], [0.22, -1.25, 1.47], [0.27, 0.26, 0.32], [-0.28, 0.75, -0.61], [-0.42, 0.02, -0.31], [0.47, 0.74, 0.17], [0.51, -1.30, 0.29], [0.18, 0.33, 0.06], [0.15, 0.32, 0.11], [0.07, 0.03, -0.63], [0.98, -1.19, 0.21], [1.05, 0.62, 0.50], [-0.29, -0.63, 1.08], [-0.01, 0.19, 0.16], [0.64, 0.08, -0.85], [-0.06, -0.16, 2.49], [0.27, -0.88, 1.80], [-0.17, -0.27, -0.17], [0.24, -0.31, -0.02], [-0.11, -0.15, -1.11], [-1.32, 0.70, -0.55], [0.15, -0.44, -0.80], [0.42, -0.13, 0.10], [-0.05, 0.75, 0.47], [1.54, -0.63, -0.86], [0.43, 0.09, 0.39], [0.58, 0.39, 1.21], [0.22, -0.43, 0.83], [-0.32, 1.01, -0.54], [-0.95, -0.28, -1.06], [0.34, -0.17, -0.31], [0.10, 1.36, -0.33], [-0.56, -0.72, 0.73], [0.74, -0.33, 0.34], [0.51, 1.10, -1.47], [-0.16, 0.38, 0.74], [0.08, -0.08, -0.03], [0.85, -1.58, 0.35], [-0.20, 0.49, 0.96], [-1.65, 0.08, -0.94], [-0.65, -0.10, -0.36], [-0.40, 0.73, -0.13], [0.47, 0.07, 0.48], [-0.21, 0.03, 0.44], [1.07, 0.75, 0.39], [0.11, 0.05, 0.29], [0.48, 0.42, -0.46], [1.14, -0.49, -1.88], [0.83, 0.78, 0.35], [-0.67, 0.34, -0.58], [0.88, 0.66, 0.22], [-1.02, 0.45, -0.19], [-0.09, -0.39, -0.15], [0.27, 0.49, 0.06], [-0.08, 1.12, -0.87], [-0.39, -0.97, -0.27], [-0.44, 0.91, -0.15], [0.13, -0.39, 0.00], [-1.12, -0.04, 0.56], [-0.55, 0.51, 0.43], [1.83, -0.10, -0.11], [-0.12, -0.32, -0.13], [-0.93, -0.25, 0.81], [0.16, 0.40, 0.02], [-0.55, 0.79, 0.25], [-1.56, -0.23, 0.45], [2.14, -0.06, 0.00], [-0.32, -0.12, 0.89], [-0.05, -0.16, 0.41], [-0.03, 0.45, 1.23], [-0.43, -0.11, -0.43], [-0.68, 0.42, -0.11], [-1.98, 0.49, -0.05], [1.92, -0.47, 0.12], [-1.17, -0.58, -0.56], [-1.81, 0.87, 0.74], [-0.53, 1.14, -1.15], [-0.17, 0.43, -0.53], [0.29, -0.45, -0.20], [0.74, -0.19, -0.80], [-0.22, 0.20, -0.45], [-0.22, -0.30, -0.28], [-1.37, 0.42, -1.07], [0.17, -0.67, 0.06], [0.05, 0.46, -0.34], [-0.94, 0.05, -1.37], [-0.25, -0.75, 0.03], [0.79, -0.45, 0.74], [-0.21, -1.14, -0.50], [0.72, -1.27, -1.36], [-0.87, -0.15, 0.14], [-0.15, 0.00, 0.70], [1.65, -0.03, -0.65], [0.80, -0.13, 0.03], [0.54, 0.63, -0.13], [-1.41, -0.81, 0.01], [-1.51, -0.75, 0.27], [0.12, -0.76, 1.09], [-1.57, -1.41, -0.83], [1.04, -0.29, 0.73], [-1.03, -0.19, 0.21], [1.48, 0.15, 0.93], [0.73, -0.17, 0.07], [-0.19, 0.12, -0.54], [1.08, 0.29, 0.83], [-0.14, 0.77, -1.10]],
  "lowdin_spin": [0.00, 0.00, 0.00, 0.00, 0.00, 0.00, 0.00, 0.00, 0.00, 0.00, 0.00, 0.00, 0.00, 0.00, 0.00, 0.00, 0.00, 0.05, 0.00, 0.00, 0.00, 0.00, 0.00, 0.00, 0.00, 0.00, 0.00, 0.00, 0.00, 0.00, 0.00, 0.00, 0.00, 0.00, 0.00, 0.01, 0.00, 0.00, 0.01, 0.00, 0.00, 0.00, 0.00, 0.00, 0.00, 0.00, 0.00, 0.05, 0.00, 0.00, 0.00, 0.00, 0.00, 0.00, 0.00, 0.00, 0.00, 0.00, 0.00, 0.00, 0.01, 0.00, 0.00, 0.00, 0.00, 0.00, 0.00, 1.64, 0.00, 0.00, 0.00, 0.00, 0.01, 0.00, 0.00, 0.00, 0.01, 0.00, 0.00, 0.00, 0.07, 0.00, 0.00, 0.00, 0.00, 0.00, 0.00, 0.00, 0.00, 0.00, 0.00, 0.04, 0.00, 0.00, 0.00, 0.00, 0.00, 0.00, 0.00, 0.02, 0.00, 0.03, 0.00, 0.00, 0.00, 0.00],
  "spin_multiplicity": 3,
  "homo_ev": [-7.8, -7.8],
  "de_lowest_kj_mol": 100.90,
  "molar_mass_da": 1243.18,
  "orbital_gap_ha": [0.2640, 0.2611],
  "lumo_energy_ev": [-0.59, -0.65]
}


{
  "formula": "C50H34FeN4",
  "method": "ωB97M-V with the def2-TZVPD basis set",
  "species": ["H", "C", "H", "N", "H", "C", "H", "H", "H", "H", "C", "C", "C", "H", "C", "H", "C", "C", "C", "H", "C", "C", "C", "C", "C", "H", "C", "H", "C", "N", "H", "C", "C", "H", "C", "C", "H", "C", "C", "H", "C", "C", "C", "C", "H", "C", "H", "H", "C", "H", "C", "H", "N", "H", "C", "C", "C", "C", "C", "C", "Fe", "H", "C", "C", "H", "C", "C", "H", "H", "C", "H", "H", "N", "H", "C", "C", "C", "H", "H", "H", "C", "C", "C", "C", "H", "C", "H", "C", "C"],
  "coordinates": [[-2.65724, 3.49066, 3.02998], [4.74606, -1.99924, 2.05268], [-1.32174, 3.72766, 7.01198], [-0.44604, 0.56846, -1.71552], [0.41646, -0.09454, 5.28988], [-2.51404, 4.35826, -2.86352], [6.79686, -2.09714, 2.62568], [-0.12304, 5.18456, -0.61982], [-0.66174, -3.96504, -0.95722], [2.21156, -2.99484, -7.55362], [-1.17594, 6.57346, -1.86262], [-0.26924, -0.18634, -2.81872], [1.62636, -1.15744, 3.80688], [4.85866, -1.05824, 1.53758], [4.45736, -4.41354, 3.37588], [4.34006, -5.35734, 3.88548], [-2.49204, -1.42674, -2.35252], [1.04616, -1.99514, -1.76642], [2.04226, -2.98624, -1.88922], [6.54806, -4.25034, 3.81048], [-0.09834, 0.11036, 3.13418], [-2.99114, 0.85156, 6.41398], [-1.18674, 2.58026, 5.21658], [1.75116, -2.74174, -6.60982], [1.77146, -1.52364, -4.54122], [2.39166, -4.29164, 2.83548], [3.35926, -3.81594, 2.78438], [2.25676, -0.81534, -3.88422], [-1.71644, -2.46904, 0.12608], [-1.03204, 1.64646, 0.81138], [-0.33944, 0.23406, -4.98272], [-1.42184, 2.72596, 0.07028], [-1.37444, -2.40924, -2.34132], [-2.55964, 4.57746, 0.58258], [-0.05684, -2.96954, -5.04072], [-2.13884, 3.64496, 0.90528], [2.21106, -3.58654, -2.75932], [-0.73934, 1.87106, -3.56612], [-2.81054, 5.62216, -3.34042], [-0.65904, 7.43246, -1.45992], [0.53606, -3.29434, -6.25232], [-1.54224, 4.19136, -1.88042], [-1.22284, 2.87236, -1.31052], [-1.21844, -3.04144, -1.00622], [-3.07004, 3.50166, -3.21642], [-0.87784, 5.31276, -1.38222], [3.52066, -3.67364, -0.41832], [-1.01024, -3.42874, -4.82262], [-2.14314, 6.72926, -2.84272], [-2.95504, 2.20436, 8.06838], [5.83696, -2.59034, 2.66358], [-0.92594, 2.72516, -4.18732], [1.07786, -1.44154, -0.54572], [-0.46364, 3.23476, 4.75318], [-1.66514, 2.84986, 6.48598], [2.32376, -1.92204, 1.52368], [-1.45224, 1.87196, 2.09268], [-2.53624, -1.31814, 0.06098], [1.50076, -1.18984, 2.38238], [0.55066, -2.08704, -4.15982], [-0.13444, -0.00384, 0.14358], [2.38896, -1.65284, 4.37568], [2.36426, -1.84934, -5.74572], [0.00556, -1.66744, -2.79672], [-3.76114, -0.13784, -1.26052], [-0.78204, 1.84066, -2.14712], [-2.57664, 1.99296, 7.08078], [-1.53974, -3.19484, -3.08502], [-3.69394, 0.17366, 6.87398], [-2.98464, -0.88664, -1.20702], [3.30966, -1.40644, -6.01262], [-2.86514, -1.10554, -3.31232], [0.43826, -0.40864, 1.99518], [-3.57704, 5.75036, -4.09042], [2.71156, -3.02704, -0.69072], [0.61936, -0.37234, 4.27498], [-2.49944, 0.56776, 5.15378], [-2.80764, -0.32544, 4.63068], [-2.98994, -0.92594, 0.96188], [0.03606, -3.98344, -6.91822], [2.08736, -2.07524, 0.15708], [-2.18644, 3.09776, 2.15078], [-0.43224, 0.59326, -3.97762], [-1.07824, 1.10906, 3.20168], [-1.56324, -2.95414, 1.08048], [5.69636, -3.79784, 3.32628], [-2.38544, 7.71206, -3.21162], [3.49546, -2.60314, 2.11988], [-1.60494, 1.43936, 4.54098]],
  "atomic_forces_ev_per_a": [[-0.07, 0.07, 0.15], [-0.13, -0.01, -0.01], [0.01, 0.08, 0.05], [0.29, -0.35, 0.72], [-0.09, 0.01, 0.19], [-0.01, -0.08, 0.11], [0.09, 0.00, -0.01], [0.06, 0.00, 0.06], [0.11, -0.06, 0.11], [0.03, -0.02, -0.04], [0.01, 0.07, 0.02], [0.51, 0.25, -0.33], [-0.09, 0.11, -0.41], [0.00, 0.15, -0.08], [0.03, -0.08, 0.07], [0.00, -0.10, 0.06], [-0.48, 0.00, 0.24], [0.37, -0.08, -0.19], [-0.25, 0.20, 0.14], [0.07, -0.06, 0.02], [-0.03, 0.20, 0.34], [-0.06, -0.06, 0.07], [0.01, -0.09, -0.07], [-0.14, -0.09, -0.04], [-0.09, -0.04, -0.09], [-0.14, -0.05, 0.01], [-0.07, 0.05, -0.08], [0.07, 0.04, 0.06], [-0.21, -0.05, 0.13], [0.66, -0.92, -0.24], [0.02, -0.05, -0.19], [-0.23, 0.32, -0.39], [0.09, 0.00, -0.18], [-0.08, 0.10, -0.07], [-0.20, 0.02, 0.22], [0.21, -0.33, -0.13], [0.08, -0.12, -0.18], [0.06, -0.27, 0.41], [-0.04, 0.08, -0.04], [0.03, 0.06, -0.03], [0.09, -0.04, -0.20], [-0.05, 0.31, -0.12], [0.07, -0.32, 0.13], [-0.15, -0.15, 0.10], [-0.01, -0.08, -0.06], [-0.02, -0.12, -0.07], [0.20, -0.11, 0.13], [-0.03, 0.01, 0.05], [0.01, 0.01, 0.01], [-0.04, 0.04, 0.11], [0.12, 0.03, -0.01], [0.00, 0.15, -0.03], [-0.46, 0.95, 0.36], [0.06, 0.11, -0.06], [-0.03, 0.07, 0.06], [-0.24, 0.06, -0.29], [-0.02, 0.05, 0.31], [-0.03, -0.33, 0.14], [0.36, -0.27, 0.09], [0.02, -0.03, -0.22], [0.17, -0.08, -0.01], [0.14, -0.10, 0.04], [0.06, 0.09, 0.09], [-0.09, 0.10, 0.21], [-0.04, 0.11, -0.02], [-0.19, 0.52, 0.00], [0.00, -0.04, 0.06], [-0.02, 0.13, 0.15], [-0.06, -0.03, 0.08], [-0.20, -0.05, -0.52], [0.14, 0.09, -0.03], [-0.08, 0.08, -0.11], [-0.28, 0.10, -0.93], [-0.05, -0.02, -0.05], [-0.29, 0.28, 0.06], [-0.14, 0.00, -0.37], [0.07, 0.12, -0.11], [-0.06, -0.11, -0.03], [0.06, 0.07, 0.02], [-0.02, -0.03, -0.02], [0.28, -0.09, 0.48], [0.15, -0.28, -0.20], [-0.10, -0.08, 0.28], [0.06, -0.12, -0.20], [0.14, 0.05, 0.09], [0.04, 0.02, 0.04], [-0.02, 0.15, -0.06], [0.19, -0.16, 0.10], [-0.13, 0.06, 0.16]],
  "lowdin_spin": [0.00, 0.00, 0.00, -0.02, 0.00, 0.00, 0.00, 0.00, 0.01, 0.00, 0.00, 0.12, -0.04, 0.00, 0.00, 0.00, 0.21, 0.13, 0.03, 0.00, -0.05, 0.00, 0.01, 0.00, 0.01, 0.00, 0.00, 0.00, 0.04, 0.04, 0.00, 0.05, 0.09, 0.00, 0.00, -0.04, 0.00, 0.09, 0.00, 0.00, 0.00, 0.01, 0.06, 0.27, 0.00, 0.00, 0.00, 0.00, 0.00, 0.00, 0.00, 0.00, -0.02, 0.00, 0.00, 0.06, -0.04, 0.29, 0.05, 0.01, 2.94, 0.00, 0.00, 0.09, 0.00, 0.03, 0.00, 0.02, 0.00, 0.01, 0.00, 0.01, 0.03, 0.00, 0.08, 0.04, 0.01, 0.00, 0.02, 0.00, 0.04, 0.04, 0.03, 0.18, 0.00, 0.00, 0.00, 0.01, 0.02],
  "spin_multiplicity": 6,
  "charge": 1,
  "homo_ev": [-9.3, -10.1],
  "de_lowest_kj_mol": 39.35,
  "molar_mass_da": 746.69,
  "orbital_gap_ha": [0.1942, 0.1946],
  "lumo_energy_ev": [-3.98, -4.79]
}